113
Properties=species:S:1:pos:R:3:forces:R:3 method="wB97M-V/def2-TZVPD" mol_weight_g_mol=1269.3 largest_force_ev_per_a=3.76 homo_ev=-5.0 gap_ev=5.6 energy_ha=-18076.4133 charge=-1 multiplicity=1
C 22.112 -0.408 -12.785 -0.1 -0.7 -0.3
C 21.821 -1.087 -11.436 -0.3 1.4 -0.8
C 22.890 -2.160 -11.230 -0.3 -2.2 -0.9
O 21.869 -0.104 -10.438 -2.8 -1.8 -1.0
H 23.142 -0.089 -12.707 0.4 0.2 -0.3
H 21.523 0.463 -13.074 -0.3 -0.1 0.4
H 22.040 -1.152 -13.585 0.1 0.1 -0.1
H 20.818 -1.542 -11.482 0.0 -0.3 0.1
H 23.936 -1.854 -11.170 -0.4 0.3 -0.1
H 22.893 -2.879 -12.065 -0.3 0.2 -0.1
H 22.661 -2.783 -10.358 0.2 0.2 0.2
N 22.677 2.094 -10.878 2.2 2.1 -0.7
C 23.121 2.899 -11.889 -0.1 0.4 1.0
C 23.342 4.153 -11.336 0.7 0.2 -1.3
C 23.151 4.070 -9.955 -0.4 -0.2 0.8
C 22.757 2.778 -9.704 -0.3 -0.7 -0.1
H 22.452 1.086 -10.922 -0.3 -0.3 0.3
H 23.354 2.524 -12.871 -0.5 0.1 -0.2
H 23.637 5.024 -11.904 0.1 0.0 0.1
H 23.242 4.819 -9.186 0.1 0.2 -0.2
H 22.654 2.207 -8.793 -0.3 0.3 0.1
N 21.040 -1.328 -7.860 0.2 0.5 0.7
C 21.241 -0.926 -6.561 0.1 -0.2 -1.0
C 21.017 -2.008 -5.753 0.0 0.7 0.7
C 20.659 -3.092 -6.570 -0.2 -0.4 -0.9
C 20.713 -2.647 -7.885 -0.1 0.2 0.3
H 21.338 -0.754 -8.650 -0.3 -0.2 -0.4
H 21.620 0.069 -6.398 -0.1 0.0 0.3
H 21.092 -1.979 -4.677 0.0 -0.2 0.0
H 20.313 -4.058 -6.237 0.2 -0.1 0.0
H 20.539 -3.116 -8.840 -0.1 -0.2 0.1
N 19.986 1.990 -11.151 -1.7 1.5 -0.4
C 20.055 3.306 -11.625 1.2 -1.6 -0.3
C 19.483 3.290 -12.872 -0.9 1.2 0.0
C 18.760 2.085 -13.045 1.3 -0.6 0.4
C 19.150 1.303 -11.976 -0.1 -0.8 -0.3
H 20.433 1.603 -10.335 -0.1 0.0 -0.1
H 20.744 4.009 -11.188 -0.1 0.0 0.1
H 19.570 4.080 -13.605 -0.2 0.2 0.2
H 18.252 1.727 -13.925 -0.1 0.1 0.0
H 18.984 0.243 -11.850 -0.1 0.0 0.3
N 19.857 -0.358 -15.953 0.1 1.3 -1.5
C 18.793 -0.209 -16.825 0.3 -1.0 1.2
C 19.005 0.884 -17.601 -0.9 0.9 0.1
C 20.157 1.562 -17.097 0.5 -1.3 -1.0
C 20.733 0.676 -16.230 -0.1 0.2 1.9
H 19.976 -1.126 -15.317 0.1 0.1 0.0
H 17.949 -0.859 -16.656 0.0 -0.1 -0.6
H 18.316 1.207 -18.368 0.0 0.2 0.1
H 20.612 2.480 -17.426 -0.1 0.0 -0.1
H 21.597 0.824 -15.599 0.1 -0.1 -0.1
N 23.782 -0.621 -9.342 2.9 -0.5 2.4
C 23.966 -1.481 -8.299 0.8 1.0 0.4
C 25.038 -1.008 -7.558 -0.1 -0.1 0.5
C 25.493 0.192 -8.152 -0.3 -0.2 -0.2
C 24.690 0.395 -9.250 0.1 -0.5 -0.5
H 23.008 -0.670 -10.022 0.0 1.2 0.9
H 23.281 -2.283 -8.074 0.1 -0.1 -0.1
H 25.458 -1.464 -6.673 -0.1 -0.1 0.1
H 26.306 0.834 -7.856 0.1 -0.1 0.1
H 24.813 1.066 -10.085 -0.2 0.3 0.3
C 24.313 -2.740 -16.948 -1.1 0.1 -0.1
Br 22.873 -2.858 -15.631 0.4 -0.2 -0.2
Br 24.081 -1.115 -17.944 0.2 0.3 0.1
Br 24.209 -4.209 -18.213 0.3 0.0 0.5
H 25.239 -2.706 -16.390 0.1 -0.2 -0.2
C 27.598 0.132 -12.353 -0.5 -0.7 0.7
Br 27.933 0.320 -10.441 0.3 0.2 -0.7
Br 25.667 0.201 -12.617 0.7 0.2 -0.4
Br 28.248 -1.603 -12.951 0.1 0.3 -0.1
H 28.117 0.894 -12.917 -0.2 0.1 0.1
C 19.215 -6.758 -11.532 -0.1 -0.7 0.2
C 19.120 -7.320 -12.805 0.3 0.9 -0.1
C 19.264 -6.474 -13.888 -0.3 0.0 -0.4
C 19.387 -5.104 -13.676 0.0 -0.4 -0.3
C 19.455 -4.536 -12.425 0.1 -0.2 0.4
C 19.380 -5.396 -11.325 0.1 0.1 -0.5
N 19.555 -4.225 -14.840 1.2 0.3 -1.1
O 19.581 -3.020 -14.676 -0.5 0.2 0.9
O 19.803 -4.710 -15.927 -0.5 -0.7 0.3
H 19.201 -7.438 -10.688 -0.1 0.2 0.1
H 18.973 -8.371 -13.002 0.1 -0.1 0.3
H 19.258 -6.886 -14.888 0.0 0.2 -0.1
H 19.636 -3.472 -12.345 -0.1 0.0 0.2
H 19.500 -5.016 -10.321 -0.1 0.1 0.0
C 26.648 -3.023 -9.713 -0.4 -0.4 -0.4
C 28.000 -3.291 -9.582 -0.3 0.2 0.0
C 28.420 -4.403 -8.878 0.6 -0.6 0.0
C 27.494 -5.238 -8.259 -0.3 1.2 -0.9
C 26.143 -4.902 -8.309 0.0 -0.9 -0.3
C 25.711 -3.840 -9.095 0.3 -0.1 0.8
N 27.917 -6.510 -7.689 0.2 0.1 0.6
O 29.102 -6.761 -7.649 0.5 0.1 -0.3
O 27.073 -7.252 -7.237 -0.7 -0.2 0.0
H 26.303 -2.267 -10.408 0.0 0.3 0.3
H 28.693 -2.623 -10.074 0.2 -0.2 0.0
H 29.466 -4.680 -8.910 0.0 0.0 0.3
H 25.456 -5.597 -7.844 -0.2 0.3 0.1
H 24.659 -3.591 -9.103 0.2 -0.2 -0.3
C 22.209 -6.076 -8.899 0.0 0.2 0.1
C 22.637 -5.821 -10.208 -0.2 -0.6 0.4
C 23.699 -6.541 -10.738 0.2 0.1 -0.7
C 24.377 -7.449 -9.958 -0.6 -0.1 1.1
C 23.949 -7.677 -8.656 0.4 -0.9 0.5
C 22.854 -7.027 -8.113 0.5 0.5 -0.8
N 25.461 -8.275 -10.516 -0.6 -0.3 -0.4
O 25.892 -7.962 -11.604 0.2 0.4 -0.2
O 25.780 -9.283 -9.925 0.1 0.1 0.4
H 21.387 -5.532 -8.448 -0.1 0.1 -0.2
H 22.095 -5.158 -10.864 0.0 0.2 0.1
H 23.977 -6.446 -11.780 0.1 0.2 0.1
H 24.445 -8.408 -8.029 0.2 0.0 -0.3
H 22.579 -7.239 -7.091 -0.2 0.1 0.0